one.
An isolated ion of composition C7H13N2O and charge +1. Source: OMol25; level of theory: ωB97M-V/def2-TZVPD.

Summary:
Gap between HOMO and LUMO ... 9.2 eV
Lowest unoccupied orbital energy ... -4.050 eV
Charge ... +1
SMILES ... CC1=CN=C[C@@H](C)[N@@H+]1CO

Cartesian coordinates (Å):
C (1.4391, 1.7005, -0.7809)
C (0.2566, 1.0379, -0.1672)
C (-0.9180, 1.5214, 0.3363)
N (-1.6217, 0.8224, 1.2227)
C (-1.6027, -0.4551, 1.2160)
C (-0.9902, -1.1179, -0.0093)
C (-1.6883, -0.9409, -1.3772)
N (0.3521, -0.4615, 0.0020)
C (1.2318, -0.8817, 1.1244)
O (2.5471, -0.5253, 0.7926)
H (1.1553, 2.6417, -1.0931)
H (1.6778, 1.1179, -1.7991)
H (2.2100, 1.8023, -0.0694)
H (-1.1569, 2.5216, 0.1140)
H (-1.9626, -1.0522, 2.0564)
H (-0.8352, -2.1586, 0.1685)
H (-2.6696, -0.3391, -1.3560)
H (-2.0419, -1.8986, -1.7336)
H (-0.9930, -0.5210, -2.0738)
H (0.6451, -0.7200, -0.9477)
H (0.7432, -0.3192, 1.9642)
H (1.2490, -1.9851, 1.0567)
H (2.9732, 0.2105, 1.3535)


two.
An isolated ion of composition C7H13N2O and charge +1. Source: OMol25; level of theory: ωB97M-V/def2-TZVPD.

Summary:
Gap between HOMO and LUMO (alpha / beta) ... 6.3 / 3.2 eV
Lowest unoccupied orbital energy (alpha / beta) ... -6.029 / -7.818 eV
Charge ... +1

Cartesian coordinates (Å):
C (-2.2489, -0.4629, -0.3092)
C (-3.0675, 1.4165, -1.1742)
C (0.2140, 0.2160, -1.6313)
C (-1.2138, 0.3429, -2.3406)
C (1.7841, -2.3097, 0.0889)
C (0.6953, -0.5590, 1.5973)
C (1.1666, -0.8949, 0.1416)
N (0.1224, -0.8789, -0.7897)
N (-2.3023, 0.3950, -1.2919)
O (-2.7539, -1.2490, 0.3630)
H (-2.8169, 2.2527, -1.7432)
H (-4.1384, 1.4205, -0.8607)
H (0.9848, 0.1496, -2.3224)
H (0.4331, 1.1375, -0.9627)
H (-1.2453, 1.0381, -3.1300)
H (-1.4513, -0.5739, -2.7521)
H (1.1815, -3.1134, 0.5633)
H (1.6457, -2.5989, -0.9201)
H (2.7861, -2.2726, 0.4647)
H (1.5185, -0.7528, 2.2416)
H (-0.0355, -1.1964, 1.9641)
H (0.4916, 0.4559, 1.7254)
H (1.9711, -0.1033, -0.0542)


The structure with the greatest stability is one.


one.
An isolated molecule of C19H26N4O5S. Source: OMol25; level of theory: ωB97M-V/def2-TZVPD.

Summary:
Gap between HOMO and LUMO ... 8.5 eV
Lowest unoccupied orbital energy ... 0.554 eV
Charge ... 0
SMILES ... CCOc1ccc(OCC)c(NC(=O)C2CCN(S(=O)(=O)c3cnc[nH]3)CC2)c1

Cartesian coordinates (Å):
C (-7.0667, -0.3257, -0.4619)
C (-6.0904, -0.0581, -1.6045)
O (-4.9813, 0.7182, -1.2021)
C (-3.9777, 0.1462, -0.4829)
C (-3.8632, -1.2006, -0.1737)
C (-2.7730, -1.6662, 0.5519)
C (-1.7876, -0.8007, 0.9791)
O (-0.6625, -1.1525, 1.6922)
C (-0.4711, -2.5163, 2.0131)
C (0.8566, -2.6350, 2.7464)
C (-1.9042, 0.5698, 0.6720)
N (-0.8646, 1.3944, 1.1240)
C (-0.4251, 2.5474, 0.5626)
O (-1.0458, 3.1741, -0.2685)
C (0.9496, 3.0456, 1.0364)
C (1.7638, 3.3665, -0.2254)
C (2.1047, 2.0646, -0.9420)
N (2.8939, 1.2202, -0.0693)
S (3.6078, -0.0752, -0.8064)
O (4.5199, -0.6810, 0.1254)
O (4.1047, 0.3381, -2.0803)
C (2.3390, -1.3172, -1.0156)
C (1.0324, -1.4031, -1.4243)
N (0.5962, -2.6794, -1.2952)
C (1.6034, -3.3641, -0.8218)
N (2.6847, -2.5820, -0.6275)
C (2.2481, 0.8633, 1.1759)
C (1.7861, 2.1170, 1.9210)
C (-2.9854, 1.0300, -0.0487)
H (-7.9253, -0.8781, -0.8337)
H (-7.4071, 0.6175, -0.0424)
H (-6.5907, -0.9003, 0.3289)
H (-6.5789, 0.5480, -2.3726)
H (-5.7616, -0.9976, -2.0658)
H (-4.6016, -1.9182, -0.4922)
H (-2.7098, -2.7211, 0.7631)
H (-0.4560, -3.1147, 1.0933)
H (-1.2907, -2.8671, 2.6553)
H (1.0371, -3.6721, 3.0131)
H (1.6687, -2.2835, 2.1147)
H (0.8389, -2.0345, 3.6524)
H (-0.2806, 0.9300, 1.8028)
H (0.7607, 3.9788, 1.5797)
H (1.1738, 3.9989, -0.8884)
H (2.6831, 3.8860, 0.0446)
H (2.7097, 2.2442, -1.8306)
H (1.1752, 1.5610, -1.2438)
H (0.3830, -0.6392, -1.8011)
H (1.5819, -4.4142, -0.6105)
H (3.5996, -2.8070, -0.2664)
H (2.9944, 0.3261, 1.7658)
H (1.4064, 0.1829, 0.9821)
H (1.2520, 1.8303, 2.8294)
H (2.6739, 2.6740, 2.2278)
H (-3.0664, 2.0731, -0.3007)


two.
An isolated molecule of C19H26N4O5S. Source: OMol25; level of theory: ωB97M-V/def2-TZVPD.

Summary:
Gap between HOMO and LUMO ... 8.5 eV
Lowest unoccupied orbital energy ... 0.589 eV
Charge ... 0
SMILES ... CCOc1ccc(OCC)c(NC(=O)[C@H]2CCCN(S(=O)(=O)c3cnc[nH]3)C2)c1

Cartesian coordinates (Å):
C (-5.1570, -3.8106, 0.0967)
C (-3.9700, -2.9221, -0.2405)
O (-4.1899, -1.6637, 0.3692)
C (-3.2486, -0.6938, 0.2281)
C (-3.5134, 0.5198, 0.8574)
C (-2.6204, 1.5724, 0.7828)
C (-1.4332, 1.4369, 0.0807)
O (-0.4533, 2.3866, -0.0547)
C (-0.5080, 3.5497, 0.7511)
C (-1.3721, 4.6501, 0.1420)
C (-1.1641, 0.2120, -0.5479)
N (0.0540, 0.1137, -1.2425)
C (0.8338, -0.9854, -1.3440)
O (0.5180, -2.0739, -0.9003)
C (2.1424, -0.8158, -2.1184)
C (2.6217, 0.6150, -2.3794)
C (3.0939, 1.2887, -1.0894)
C (4.2132, 0.4476, -0.4740)
N (3.7896, -0.9121, -0.2623)
S (3.3827, -1.3642, 1.2701)
O (3.1192, -2.7716, 1.2579)
O (4.3984, -0.8385, 2.1321)
C (1.8607, -0.5755, 1.7339)
C (1.5349, 0.6605, 2.2308)
N (0.2256, 0.6838, 2.5756)
C (-0.2384, -0.5109, 2.3083)
N (0.7155, -1.3144, 1.8006)
C (3.2573, -1.6039, -1.4039)
C (-2.0632, -0.8395, -0.4857)
H (-6.0735, -3.3640, -0.2788)
H (-5.2431, -3.9218, 1.1740)
H (-5.0252, -4.7899, -0.3542)
H (-3.0407, -3.3686, 0.1382)
H (-3.8825, -2.8021, -1.3291)
H (-4.4329, 0.6231, 1.4103)
H (-2.8588, 2.4887, 1.2961)
H (-0.8405, 3.2862, 1.7601)
H (0.5304, 3.8901, 0.8091)
H (-1.3454, 5.5280, 0.7813)
H (-2.4032, 4.3249, 0.0319)
H (-0.9928, 4.9194, -0.8410)
H (0.4417, 1.0175, -1.4690)
H (1.9618, -1.3130, -3.0799)
H (1.8511, 1.2075, -2.8780)
H (3.4703, 0.5582, -3.0673)
H (2.2754, 1.3785, -0.3728)
H (3.4682, 2.2902, -1.3068)
H (5.0820, 0.4404, -1.1439)
H (4.5247, 0.8316, 0.4971)
H (2.1647, 1.5166, 2.3618)
H (-1.2532, -0.8140, 2.4674)
H (0.6452, -2.2594, 1.4517)
H (4.0779, -1.7879, -2.1075)
H (2.8759, -2.5609, -1.0455)
H (-1.8068, -1.7601, -0.9794)


The structure with the greatest stability is two.


one.
C3H6FN as an isolated structure. Source: OMol25; level of theory: ωB97M-V/def2-TZVPD.

Summary:
Gap between HOMO and LUMO ... 9.1 eV
Lowest unoccupied orbital energy ... 0.336 eV
Charge ... 0

Cartesian coordinates (Å):
C (-0.1889, -0.5674, -0.0508)
C (-0.2478, 0.6524, -0.8075)
C (-0.5212, 0.7551, 0.6192)
H (1.1397, -1.5019, 1.4554)
H (1.5909, -1.1121, -0.9301)
H (-1.3557, -0.8741, -0.0184)
H (0.5664, 1.4104, -1.1988)
H (-1.0946, 0.6613, -1.6678)
H (-1.2906, 0.7808, 1.4154)
N (0.8255, -1.5199, 0.0740)
F (0.5764, 1.3156, 1.1095)


two.
An isolated molecule of C3H6FN. Source: OMol25; level of theory: ωB97M-V/def2-TZVPD.

Summary:
Gap between HOMO and LUMO ... 11.3 eV
Lowest unoccupied orbital energy ... 1.222 eV
Charge ... 0
SMILES ... NC1(F)CC1

Cartesian coordinates (Å):
N (1.4420, -0.5844, 0.1868)
C (0.0573, -0.6045, 0.2734)
F (-0.4626, -1.7839, 0.8700)
C (-0.6413, 0.0324, -0.8332)
C (-0.8041, 0.5602, 0.5244)
H (1.7516, -0.7788, 1.0940)
H (1.8662, -1.1752, -0.5140)
H (-1.5369, -0.3800, -1.4704)
H (0.1143, 0.5006, -1.5234)
H (-0.2705, 1.5051, 0.8197)
H (-1.8112, 0.5445, 1.0315)


The structure with the greatest stability is two.